1.
{
  "formula": "C38H36ClN4O2P2S2W",
  "method": "ωB97M-V/def2-TZVPD",
  "symbols": ["W", "S", "P", "C", "P", "S", "C", "C", "C", "C", "C", "C", "C", "C", "C", "C", "C", "C", "C", "C", "C", "C", "C", "C", "C", "C", "C", "C", "C", "C", "H", "H", "H", "H", "H", "H", "H", "H", "H", "H", "H", "H", "H", "H", "H", "H", "H", "H", "H", "H", "Cl", "C", "C", "C", "C", "C", "C", "C", "O", "O", "H", "H", "H", "H", "C", "N", "C", "N", "C", "N", "C", "N", "C", "C", "H", "H", "H", "H", "H", "H", "H", "H", "H", "H", "H", "H"],
  "coordinates": [[0.1011, -0.4568, -0.6447], [-1.4017, 1.5525, -0.1596], [-0.0052, 1.8861, 1.3605], [0.6889, 0.2724, 1.1720], [0.6819, -1.1594, 2.1954], [1.2322, -2.4165, 0.6978], [1.7449, -1.1625, 3.6262], [1.6692, -0.1057, 4.5402], [2.5325, -0.0908, 5.6204], [3.4663, -1.1089, 5.7792], [3.5428, -2.1494, 4.8628], [2.6858, -2.1803, 3.7756], [-1.0290, -1.6169, 2.5738], [-1.3902, -2.0465, 3.8455], [-2.7186, -2.3553, 4.1059], [-3.6763, -2.2129, 3.1123], [-3.3166, -1.7894, 1.8345], [-1.9931, -1.5080, 1.5713], [-0.9012, 2.5469, 2.7628], [-1.4255, 1.6514, 3.6990], [-2.2515, 2.1168, 4.7055], [-2.5571, 3.4704, 4.7778], [-2.0482, 4.3545, 3.8351], [-1.2285, 3.9035, 2.8148], [1.2969, 2.9477, 0.6933], [1.9608, 2.5222, -0.4599], [3.0173, 3.2398, -0.9757], [3.4257, 4.4070, -0.3335], [2.7761, 4.8400, 0.8104], [1.7175, 4.1099, 1.3342], [0.9434, 0.6878, 4.4159], [2.4787, 0.7169, 6.3378], [4.1418, -1.0887, 6.6239], [4.2746, -2.9350, 4.9913], [2.7344, -2.9873, 3.0544], [-0.6379, -2.1391, 4.6201], [-3.0066, -2.7026, 5.0891], [-4.7124, -2.4410, 3.3236], [-4.0720, -1.6907, 1.0661], [-1.7154, -1.1939, 0.5395], [-1.1947, 0.5995, 3.6352], [-2.6619, 1.4208, 5.4248], [-3.2004, 3.8358, 5.5668], [-2.2970, 5.4057, 3.8908], [-0.8731, 4.6000, 2.0665], [1.6534, 1.5992, -0.9669], [3.5318, 2.9007, -1.8648], [4.2592, 4.9699, -0.7316], [3.0916, 5.7487, 1.3046], [1.2403, 4.4380, 2.2472], [2.0920, -7.3827, -4.4117], [1.6474, -5.9019, -3.7386], [0.3722, -5.7524, -3.1672], [0.0096, -4.5569, -2.6123], [0.9211, -3.4744, -2.6158], [2.2032, -3.6331, -3.1919], [2.5560, -4.8309, -3.7489], [0.5549, -2.2498, -2.0374], [-0.6263, -2.0152, -1.4865], [1.3590, -1.2136, -1.9170], [-0.3115, -6.5901, -3.1711], [-0.9633, -4.4331, -2.1550], [2.8986, -2.8036, -3.1822], [3.5303, -4.9626, -4.1993], [-0.1415, -0.4462, -4.0414], [-0.6770, 0.0211, -5.2767], [-2.1376, -0.0819, -5.2644], [-2.6752, 0.7253, -4.1689], [-2.1771, 0.2569, -2.9171], [-0.6434, 0.3485, -2.8211], [-0.2774, 1.8073, -3.1522], [-0.8220, 2.2385, -4.3993], [-0.2988, 1.4197, -5.4919], [-2.2833, 2.1247, -4.3723], [0.9458, -0.3747, -4.0635], [-0.4447, -1.4863, -3.9132], [-2.4400, -1.1231, -5.1403], [-2.5335, 0.2837, -6.2096], [-2.4502, -0.7902, -2.7747], [-2.6109, 0.8651, -2.1247], [0.8131, 1.8669, -3.1816], [-0.6601, 2.4468, -2.3618], [0.7878, 1.5084, -5.5355], [-0.7147, 1.7656, -6.4361], [-2.6896, 2.4765, -5.3184], [-2.6874, 2.7415, -3.5677]],
  "forces_ev_per_a": [[-1.294, 3.218, 1.000], [1.312, -1.324, 0.246], [0.011, 1.240, -0.927], [-1.054, -0.298, 0.127], [0.142, -1.134, 0.510], [-0.431, 0.744, 0.123], [-0.100, 0.254, -0.322], [0.015, -0.108, -0.013], [-0.057, 0.075, 0.026], [0.000, -0.025, -0.015], [0.031, -0.063, 0.027], [-0.143, -0.018, -0.078], [0.286, 0.454, 0.091], [0.114, 0.025, -0.016], [-0.094, -0.037, 0.018], [0.062, -0.019, 0.069], [-0.085, 0.056, -0.177], [0.353, 0.043, 0.026], [0.377, -0.537, -0.018], [0.042, 0.128, -0.022], [-0.013, -0.048, 0.004], [0.035, -0.055, -0.009], [-0.046, 0.103, -0.001], [0.043, 0.073, -0.113], [-0.181, -0.110, 0.383], [-0.177, -0.071, 0.060], [0.033, -0.013, -0.049], [-0.013, -0.006, -0.021], [-0.009, 0.048, 0.020], [-0.012, 0.000, 0.111], [0.021, 0.054, 0.035], [0.023, -0.014, 0.005], [0.001, 0.001, -0.004], [-0.009, 0.001, 0.010], [0.102, -0.008, 0.024], [-0.045, 0.011, 0.028], [0.004, 0.001, -0.008], [0.001, -0.012, -0.002], [0.030, -0.016, -0.016], [-0.245, -0.183, 0.384], [-0.082, -0.064, 0.055], [0.010, 0.035, 0.029], [0.001, 0.013, -0.004], [-0.008, -0.007, -0.014], [-0.033, -0.004, 0.023], [0.065, 0.065, -0.049], [-0.008, -0.002, 0.006], [-0.012, 0.023, 0.004], [0.027, -0.020, 0.008], [0.079, 0.016, -0.013], [0.025, -0.084, -0.051], [-0.125, 0.354, 0.160], [-0.037, -0.215, -0.064], [0.012, 0.224, 0.078], [0.037, -0.105, -0.071], [-0.107, 0.170, 0.103], [0.153, -0.102, -0.110], [0.372, -0.960, -0.977], [-0.097, -1.470, -0.428], [0.640, -0.472, -0.400], [0.021, -0.005, 0.002], [-0.019, -0.056, -0.039], [0.033, -0.040, -0.045], [-0.010, -0.035, 0.015], [0.173, -0.129, 0.100], [-0.041, 0.013, -0.184], [0.020, 0.025, 0.086], [-0.113, 0.067, -0.102], [-0.032, -0.003, 0.036], [-0.163, 0.332, 0.206], [0.084, 0.071, -0.018], [-0.008, 0.081, -0.095], [-0.013, -0.019, 0.064], [0.044, -0.052, 0.037], [-0.026, 0.033, 0.028], [-0.040, 0.039, -0.005], [0.031, 0.000, 0.025], [0.001, -0.013, -0.011], [0.043, -0.011, 0.033], [0.010, -0.042, 0.009], [-0.008, -0.021, 0.001], [0.049, -0.040, 0.036], [-0.002, -0.011, 0.021], [0.011, -0.009, -0.008], [-0.002, 0.010, 0.007], [0.012, -0.011, 0.005]],
  "multiplicity": 1,
  "total_charge": 3,
  "orbital_gap_ev": [4.8, 5.4],
  "homo_ha": [-0.59258, -0.59280],
  "lumo_energy_ev": [-11.292, -10.695],
  "total_energy_ev": -104615.520
}

***

2.
{
  "formula": "C38H36CsF3N6OSSb",
  "method": "ωB97M-V/def2-TZVPD",
  "symbols": ["Cs", "O", "C", "N", "C", "C", "C", "C", "C", "C", "N", "C", "C", "C", "C", "C", "N", "H", "H", "H", "H", "H", "H", "H", "H", "H", "H", "N", "C", "C", "C", "N", "H", "H", "H", "H", "H", "H", "H", "H", "H", "H", "S", "C", "C", "C", "C", "C", "N", "H", "H", "H", "H", "F", "C", "C", "C", "C", "C", "C", "Sb", "C", "C", "C", "C", "F", "C", "C", "C", "C", "C", "C", "F", "C", "C", "H", "H", "H", "H", "H", "H", "H", "H", "H", "H", "H", "H"],
  "coordinates": [[0.4740, -0.2334, -0.8645], [-2.9234, 2.5271, -2.7714], [-2.1953, 1.6531, -2.2701], [-1.3284, 1.7595, -1.2757], [-1.2077, 3.1155, -0.7851], [0.1265, 3.4016, -0.0953], [0.6621, 4.6882, -0.1838], [1.8273, 4.9924, 0.4908], [2.4385, 4.0032, 1.2414], [1.8604, 2.7441, 1.2699], [0.7390, 2.4497, 0.6146], [-2.2704, 0.2691, -2.9984], [-2.8084, 0.2410, -4.2820], [-2.8516, -0.9571, -4.9632], [-2.3553, -2.1017, -4.3621], [-1.8325, -2.0016, -3.0833], [-1.8099, -0.8440, -2.4209], [-2.0056, 3.3708, -0.0656], [-1.3540, 3.8532, -1.5872], [0.1519, 5.4270, -0.7867], [2.2552, 5.9853, 0.4281], [3.3553, 4.1842, 1.7872], [2.2939, 1.9245, 1.8312], [-3.1832, 1.1717, -4.6828], [-3.2628, -1.0012, -5.9645], [-2.3662, -3.0595, -4.8652], [-1.4387, -2.8724, -2.5697], [1.2152, -0.4806, 2.6907], [0.2152, -0.7260, 3.7348], [-0.1434, 0.5612, 4.4720], [-1.2205, 1.4711, 3.8524], [-1.4257, 1.1738, 2.4415], [1.2450, -1.2239, 2.0004], [2.1507, -0.4685, 3.0836], [0.5527, -1.4697, 4.4764], [-0.6514, -1.1778, 3.2308], [0.7950, 1.1200, 4.5604], [-0.4295, 0.3243, 5.5006], [-0.9213, 2.5156, 4.0313], [-2.1756, 1.3272, 4.3727], [-0.5120, 1.0584, 2.0069], [-1.8784, 1.9332, 1.9479], [3.3163, -1.7191, -0.5915], [2.1847, -3.0711, -0.6113], [2.5393, -4.2911, -1.2366], [1.6945, -5.3646, -1.2349], [0.4447, -5.2522, -0.6199], [0.1344, -4.0308, -0.0625], [0.9586, -2.9823, -0.0504], [3.5151, -4.3480, -1.7006], [2.0078, -6.2884, -1.7095], [-0.2674, -6.0650, -0.5822], [-0.8353, -3.8791, 0.4062], [-6.5865, -1.6482, 5.5556], [-5.7640, -1.5304, 4.4834], [-4.4213, -1.2971, 4.6865], [-3.6015, -1.1798, 3.5675], [-4.0908, -1.2926, 2.2777], [-5.4619, -1.5283, 2.1333], [-6.3091, -1.6485, 3.2186], [-2.8737, -1.1856, 0.5114], [-4.3249, 0.1075, -0.4385], [-5.0200, -0.1110, -1.6146], [-5.8909, 0.8358, -2.1349], [-6.0468, 2.0218, -1.4588], [-6.8825, 2.9597, -1.9648], [-5.3726, 2.2921, -0.2853], [-4.5187, 1.3235, 0.2086], [-3.6061, -3.1618, -0.0419], [-3.4684, -4.1366, 0.9471], [-3.8044, -5.4653, 0.7431], [-4.3024, -5.8225, -0.4928], [-4.6404, -7.1163, -0.7163], [-4.4663, -4.9041, -1.5063], [-4.1129, -3.5843, -1.2654], [-4.0296, -1.2075, 5.6886], [-2.5452, -0.9760, 3.7476], [-5.8887, -1.6212, 1.1401], [-7.3677, -1.8281, 3.0991], [-4.8882, -1.0158, -2.1848], [-6.4228, 0.6695, -3.0606], [-5.5054, 3.2426, 0.2094], [-4.0016, 1.5380, 1.1360], [-3.0954, -3.8642, 1.9290], [-3.6867, -6.2072, 1.5188], [-4.8560, -5.2179, -2.4641], [-4.2272, -2.8998, -2.0896]],
  "forces_ev_per_a": [[1.143, -0.058, 0.302], [-0.225, 0.336, -0.095], [0.158, -0.518, -0.195], [-0.752, 0.497, -0.376], [0.178, -0.038, 0.022], [-0.251, 0.062, -0.141], [-0.096, -0.047, -0.036], [-0.030, 0.054, -0.029], [0.219, -0.205, 0.188], [-0.118, 0.179, -0.187], [-0.311, 0.088, -0.066], [0.224, 0.379, 0.393], [-0.011, 0.192, 0.105], [-0.083, 0.076, -0.180], [0.160, -0.342, 0.103], [-0.317, 0.346, -0.288], [-0.316, -0.037, 0.002], [-0.030, -0.089, 0.103], [0.101, -0.071, 0.015], [0.007, 0.054, -0.011], [0.011, 0.006, 0.007], [-0.005, 0.047, -0.011], [0.055, -0.010, 0.014], [-0.019, -0.010, -0.051], [-0.016, -0.011, -0.010], [-0.003, -0.001, -0.041], [0.039, -0.008, 0.070], [0.135, 0.083, 0.001], [-0.120, -0.602, -0.249], [0.197, 0.134, 0.237], [-0.124, 0.090, 0.057], [0.235, -0.233, -0.110], [-0.126, -0.167, -0.064], [-0.049, 0.135, 0.024], [-0.015, 0.118, -0.117], [0.155, 0.228, 0.192], [-0.047, 0.030, -0.027], [-0.074, -0.028, -0.023], [-0.072, -0.082, -0.002], [0.076, 0.004, 0.004], [-0.121, 0.098, -0.186], [0.026, 0.083, 0.065], [-0.204, -0.883, 0.175], [0.260, 0.189, -0.035], [0.464, 0.222, -0.098], [-0.113, -0.187, 0.004], [-0.134, -0.006, -0.042], [0.058, -0.137, -0.019], [0.225, 0.177, 0.399], [-0.011, -0.019, -0.011], [-0.071, -0.021, 0.025], [0.011, -0.046, -0.035], [0.063, 0.005, -0.003], [0.047, 0.011, 0.007], [-0.002, -0.004, 0.055], [-0.252, -0.057, -0.105], [0.607, 0.144, 0.322], [-0.498, -0.055, 0.071], [0.008, 0.006, -0.203], [0.068, 0.017, 0.155], [-0.057, 0.010, -0.148], [0.201, -0.139, 0.272], [-0.062, -0.138, -0.197], [-0.050, 0.088, 0.029], [-0.031, 0.124, 0.011], [0.008, -0.022, 0.022], [-0.083, -0.033, -0.182], [-0.003, 0.162, 0.229], [-0.130, -0.024, 0.015], [0.050, 0.023, 0.213], [-0.039, 0.022, -0.151], [-0.024, -0.069, -0.033], [0.007, 0.024, 0.006], [-0.002, -0.183, 0.112], [0.069, 0.124, -0.169], [0.016, 0.007, 0.080], [-0.300, -0.046, -0.184], [0.032, 0.009, -0.008], [-0.053, -0.010, 0.009], [0.054, -0.178, -0.017], [-0.007, -0.008, -0.044], [-0.014, 0.054, 0.028], [0.083, -0.058, 0.062], [0.035, 0.052, 0.014], [-0.002, -0.053, 0.043], [-0.021, -0.028, -0.038], [0.007, 0.170, -0.048]],
  "multiplicity": 1,
  "total_charge": -1,
  "orbital_gap_ev": 6.3,
  "homo_ha": -0.15743,
  "lumo_energy_ev": 2.043,
  "total_energy_ev": -77053.846
}